{"formula": "C3H7O2S", "method": "ωB97M-V/def2-TZVPD", "homo_lumo_gap_ha": [0.38350, 0.25362], "total_charge": 0, "total_energy_ha": -667.12741, "e_above_lowest_kcal_mol": 0.0, "e_homo_ha": [-0.364, -0.360], "s2": 0.7528, "multiplicity": 2, "species": ["O", "C", "O", "C", "H", "H", "H", "H", "C", "S", "H", "H", "H"], "xyz": [[-1.86, 1.95, 1.17], [-1.43, 1.03, 0.53], [-0.77, 0.02, 1.11], [-1.64, 0.89, -0.98], [0.00, -0.33, 0.55], [-2.03, -0.11, -1.17], [-0.71, 1.08, -1.52], [-2.42, 1.58, -1.30], [2.62, -2.02, -0.15], [1.43, -0.82, -0.76], [2.80, -2.81, -0.87], [3.54, -1.46, 0.10], [2.29, -2.44, 0.80]]}

---

{"formula": "C24H42BBrFO9P", "method": "ωB97M-V/def2-TZVPD", "smiles": "CCCCO[C@@](O)(O[C@@](C)(O)CCCF)[C@](CB(O)O)(O[C@@H](CCCO)Cc1ccccc1C)P(O)Br", "homo_lumo_gap_ha": 0.30494, "total_charge": 0, "total_energy_ha": -4656.72444, "e_homo_ha": -0.305, "species": ["C", "C", "C", "C", "O", "C", "O", "O", "C", "C", "O", "C", "C", "C", "F", "C", "C", "B", "O", "O", "O", "C", "C", "C", "C", "O", "C", "C", "C", "C", "C", "C", "C", "C", "P", "O", "Br", "H", "H", "H", "H", "H", "H", "H", "H", "H", "H", "H", "H", "H", "H", "H", "H", "H", "H", "H", "H", "H", "H", "H", "H", "H", "H", "H", "H", "H", "H", "H", "H", "H", "H", "H", "H", "H", "H", "H", "H", "H", "H"], "xyz": [[4.74, 0.20, 2.68], [4.07, 0.49, 1.21], [3.22, 1.86, 1.41], [2.23, 2.15, 0.15], [1.38, 0.99, 0.02], [0.30, 1.14, -0.93], [0.54, 2.29, -1.73], [0.14, -0.11, -1.58], [1.07, -0.53, -2.55], [0.36, -1.86, -3.21], [1.28, 0.31, -3.72], [2.51, -1.07, -2.08], [3.74, -0.57, -3.03], [4.20, 0.92, -2.73], [5.45, 1.20, -3.41], [-1.16, 1.35, -0.18], [-1.14, 2.49, 0.93], [-0.57, 2.16, 2.40], [0.54, 2.98, 2.89], [-1.06, 1.18, 3.34], [-1.52, 0.03, 0.22], [-2.77, -0.15, 0.87], [-3.99, -0.68, -0.06], [-5.35, -0.23, 0.70], [-5.91, 1.20, 0.27], [-5.00, 2.27, 0.64], [-2.54, -1.39, 1.91], [-1.55, -2.51, 1.30], [-2.10, -3.69, 0.42], [-1.22, -4.78, -0.24], [0.32, -4.77, -0.04], [0.90, -3.63, 0.86], [0.00, -2.53, 1.52], [0.74, -1.44, 2.43], [-2.47, 2.03, -1.45], [-2.31, 3.77, -1.53], [-2.08, 1.33, -3.55], [4.49, 1.07, 3.39], [5.90, 0.20, 2.63], [4.32, -0.74, 3.18], [3.39, -0.41, 1.02], [4.94, 0.60, 0.48], [3.99, 2.71, 1.41], [2.67, 1.73, 2.39], [2.93, 2.34, -0.74], [1.65, 3.11, 0.46], [0.15, 3.11, -1.38], [0.11, -2.61, -2.38], [1.12, -2.34, -3.94], [-0.60, -1.57, -3.78], [1.18, -0.21, -4.55], [2.55, -2.22, -2.16], [2.82, -0.82, -1.02], [4.62, -1.25, -2.72], [3.56, -0.80, -4.14], [4.41, 1.04, -1.61], [3.43, 1.72, -3.01], [-2.25, 2.82, 1.07], [-0.61, 3.46, 0.57], [0.13, 3.77, 3.32], [-2.04, 1.16, 3.30], [-3.16, 0.71, 1.52], [-3.93, -0.35, -1.14], [-4.03, -1.83, -0.08], [-5.10, -0.22, 1.83], [-6.18, -1.01, 0.57], [-6.87, 1.38, 0.90], [-6.27, 1.26, -0.83], [-5.47, 3.05, 0.97], [-2.25, -1.06, 2.96], [-3.55, -1.94, 2.03], [-3.23, -3.77, 0.24], [-1.73, -5.57, -0.88], [0.94, -5.59, -0.52], [2.04, -3.67, 1.01], [0.30, -1.48, 3.48], [1.85, -1.75, 2.49], [0.70, -0.40, 1.98], [-1.92, 3.97, -2.42]]}

---

{"formula": "C10H12N2O", "method": "ωB97M-V/def2-TZVPD", "smiles": "Cc1cccc(N2CCC(=O)N2)c1", "homo_lumo_gap_ha": 0.33205, "total_charge": 0, "total_energy_ha": -572.81873, "e_above_lowest_kcal_mol": 136.5, "e_homo_ha": -0.307, "species": ["C", "C", "C", "C", "C", "C", "N", "C", "C", "C", "O", "N", "C", "H", "H", "H", "H", "H", "H", "H", "H", "H", "H", "H", "H"], "xyz": [[2.39, 2.29, 0.21], [1.97, 0.79, 0.04], [2.79, -0.23, 0.02], [2.36, -1.58, -0.15], [1.04, -1.72, -0.46], [0.27, -0.55, -0.49], [-1.08, -0.69, -0.79], [-2.11, -1.53, 0.22], [-2.56, -0.24, 1.12], [-2.90, 0.69, -0.03], [-4.11, 1.10, -0.37], [-1.78, 0.58, -0.93], [0.75, 0.66, -0.51], [2.35, 2.65, 1.24], [3.48, 2.71, -0.15], [1.56, 2.89, -0.49], [3.81, -0.29, 0.58], [3.17, -2.33, 0.04], [0.51, -2.77, -0.43], [-2.99, -2.07, -0.24], [-1.69, -2.39, 0.81], [-1.75, 0.01, 1.80], [-3.57, -0.12, 1.71], [-2.04, 0.66, -1.82], [0.13, 1.50, -0.96]]}

---

{"formula": "C33H41N3O20", "method": "ωB97M-V/def2-TZVPD", "smiles": "O=C1C=C(O)C(=O)C=C1O.O=C1C=C(O)C(=O)C=C1O.O=C1C=C(O)C(=O)C=C1O.O=C1C=C(O)C(=O)C=C1O.C[N+](=O)[O-].COC[C@H](C)N.COC[C@H](C)N", "homo_lumo_gap_ha": 0.28435, "total_charge": 0, "total_energy_ha": -2950.97115, "e_above_lowest_kcal_mol": 0.0, "e_homo_ha": -0.348, "species": ["O", "C", "C", "C", "O", "C", "O", "C", "C", "O", "H", "H", "H", "H", "O", "C", "C", "C", "O", "C", "O", "C", "C", "O", "H", "H", "H", "H", "O", "C", "C", "C", "O", "C", "O", "C", "C", "O", "H", "H", "H", "H", "O", "C", "C", "C", "O", "C", "O", "C", "C", "O", "H", "H", "H", "H", "C", "N", "O", "O", "H", "H", "H", "C", "O", "C", "C", "C", "N", "H", "H", "H", "H", "H", "H", "H", "H", "H", "H", "H", "C", "O", "C", "C", "C", "N", "H", "H", "H", "H", "H", "H", "H", "H", "H", "H", "H"], "xyz": [[-0.89, -3.38, 3.56], [-0.18, -4.35, 3.40], [0.21, -4.86, 2.09], [0.97, -5.95, 2.00], [1.39, -6.37, 0.81], [1.45, -6.71, 3.19], [2.18, -7.66, 3.04], [1.06, -6.20, 4.50], [0.25, -5.15, 4.60], [-0.19, -4.67, 5.76], [0.10, -4.26, 1.20], [2.02, -7.10, 0.94], [1.41, -6.76, 5.36], [-0.64, -3.83, 5.56], [0.54, -1.52, -3.24], [0.50, -0.57, -4.00], [-0.52, 0.47, -3.93], [-0.53, 1.48, -4.80], [-1.49, 2.40, -4.81], [0.54, 1.67, -5.84], [0.54, 2.64, -6.56], [1.61, 0.68, -5.82], [1.58, -0.39, -5.03], [2.58, -1.28, -5.01], [-1.37, 0.36, -3.27], [-1.32, 2.95, -5.60], [2.50, 0.85, -6.41], [2.60, -1.70, -4.13], [2.74, -2.27, 0.51], [2.89, -2.18, 1.71], [3.23, -3.31, 2.55], [3.55, -3.18, 3.84], [3.81, -4.18, 4.68], [3.49, -1.83, 4.49], [3.69, -1.74, 5.69], [3.15, -0.68, 3.67], [2.78, -0.82, 2.39], [2.43, 0.19, 1.61], [3.28, -4.30, 2.11], [3.89, -3.78, 5.56], [3.09, 0.26, 4.21], [1.91, -0.13, 0.82], [-7.73, 0.37, -1.46], [-7.39, 0.52, -0.32], [-5.98, 0.67, 0.09], [-5.62, 0.75, 1.36], [-4.32, 0.80, 1.71], [-6.60, 0.73, 2.49], [-6.25, 0.77, 3.64], [-8.02, 0.72, 2.10], [-8.39, 0.61, 0.82], [-9.66, 0.71, 0.38], [-5.21, 0.72, -0.67], [-4.22, 0.83, 2.67], [-8.72, 0.82, 2.92], [-10.26, 0.51, 1.11], [0.98, 4.33, 1.25], [0.05, 5.46, 0.90], [-0.64, 5.90, 1.80], [0.02, 5.83, -0.26], [1.57, 4.13, 0.36], [0.34, 3.50, 1.49], [1.56, 4.69, 2.10], [1.10, 4.24, -3.47], [2.37, 3.63, -3.41], [2.46, 2.58, -2.47], [3.90, 2.14, -2.31], [4.44, 1.58, -3.60], [3.79, 1.04, -1.31], [0.92, 4.55, -4.51], [1.02, 5.16, -2.90], [0.37, 3.45, -3.24], [2.15, 3.02, -1.50], [1.76, 1.77, -2.70], [4.50, 2.97, -1.94], [3.91, 0.69, -3.92], [5.52, 1.40, -3.55], [4.31, 2.33, -4.39], [4.72, 0.68, -1.11], [3.54, 1.44, -0.41], [-2.17, 2.66, -0.66], [-0.88, 2.36, -0.15], [-0.87, 1.27, 0.75], [-0.75, -0.05, 0.01], [-1.01, -1.26, 0.88], [0.66, -0.09, -0.51], [-2.77, 3.14, 0.12], [-2.67, 1.83, -1.15], [-2.02, 3.45, -1.40], [0.02, 1.34, 1.39], [-1.70, 1.29, 1.48], [-1.36, 0.06, -0.90], [-0.12, -1.44, 1.49], [-1.08, -2.16, 0.26], [-1.85, -1.08, 1.54], [0.72, -0.91, -1.10], [0.74, 0.69, -1.16]]}

---

{"formula": "C24H28N4O4S", "method": "ωB97M-V/def2-TZVPD", "smiles": "COCCNC(=O)c1cc(-c2ccccn2)nc2ccc(S(=O)(=O)N3CCC(C)CC3)cc12", "homo_lumo_gap_ha": 0.30276, "total_charge": 0, "total_energy_ha": -1849.54483, "e_above_lowest_kcal_mol": 50.7, "e_homo_ha": -0.326, "species": ["C", "O", "C", "C", "N", "C", "O", "C", "C", "C", "C", "C", "C", "C", "C", "N", "N", "C", "C", "C", "C", "S", "O", "O", "N", "C", "C", "C", "C", "C", "C", "C", "C", "H", "H", "H", "H", "H", "H", "H", "H", "H", "H", "H", "H", "H", "H", "H", "H", "H", "H", "H", "H", "H", "H", "H", "H", "H", "H", "H", "H"], "xyz": [[-3.28, -4.75, -0.59], [-2.82, -4.60, 0.74], [-1.54, -5.10, 0.98], [-0.41, -4.29, 0.30], [-0.53, -2.89, 0.58], [-1.02, -2.01, -0.33], [-1.25, -2.31, -1.48], [-1.25, -0.63, 0.21], [-2.49, -0.06, 0.09], [-2.70, 1.24, 0.60], [-4.03, 1.85, 0.50], [-4.26, 3.16, 0.95], [-5.53, 3.69, 0.84], [-6.53, 2.91, 0.29], [-6.21, 1.62, -0.13], [-5.00, 1.11, -0.03], [-1.75, 1.95, 1.16], [-0.52, 1.43, 1.27], [0.49, 2.21, 1.88], [1.76, 1.73, 1.99], [2.07, 0.46, 1.50], [3.76, -0.16, 1.61], [4.41, 0.53, 2.68], [3.68, -1.59, 1.63], [4.54, 0.26, 0.21], [4.21, -0.45, -1.00], [3.16, 0.28, -1.84], [3.59, 1.72, -2.11], [2.53, 2.47, -2.92], [3.86, 2.42, -0.78], [4.90, 1.65, 0.03], [1.13, -0.34, 0.93], [-0.20, 0.12, 0.80], [-3.18, -5.80, -0.91], [-4.34, -4.48, -0.57], [-2.75, -4.10, -1.29], [-1.46, -6.15, 0.66], [-1.41, -5.05, 2.07], [-0.47, -4.40, -0.79], [0.55, -4.66, 0.65], [-0.49, -2.61, 1.55], [-3.31, -0.58, -0.36], [-3.43, 3.71, 1.37], [-5.74, 4.69, 1.18], [-7.54, 3.28, 0.19], [-6.96, 0.97, -0.56], [0.22, 3.19, 2.23], [2.55, 2.30, 2.47], [3.87, -1.44, -0.70], [5.13, -0.56, -1.58], [3.02, -0.26, -2.78], [2.20, 0.29, -1.32], [4.53, 1.70, -2.69], [2.85, 3.49, -3.12], [2.36, 1.97, -3.87], [1.59, 2.50, -2.37], [4.22, 3.44, -0.95], [2.93, 2.49, -0.22], [5.03, 2.07, 1.03], [5.87, 1.68, -0.49], [1.41, -1.32, 0.58]]}

---

{"formula": "C3H2N2O", "method": "ωB97M-V/def2-TZVPD", "homo_lumo_gap_ha": 0.39190, "total_charge": 0, "total_energy_ha": -300.18168, "e_above_lowest_kcal_mol": 31.2, "e_homo_ha": -0.439, "species": ["O", "C", "C", "N", "C", "N", "H", "H"], "xyz": [[-0.97, 0.13, 0.88], [-0.62, 0.45, -0.22], [-0.95, 1.77, -0.79], [-1.18, 2.80, -1.26], [2.18, -1.76, 0.15], [1.21, -1.69, 0.81], [0.35, -1.50, 1.30], [-0.02, -0.20, -0.87]]}